Version i
Formula: CH5BS
Source: the Open Molecules 2025 dataset
Level of theory: ωB97M-V/def2-TZVPD

M, g mol⁻¹: 59.93
Highest occupied orbital energy (spin up / spin down), eV: -7.5 / -7.5
Gap between HOMO and LUMO (spin up / spin down), eV: 6.84 / 6.84
E_LUMO (spin up / spin down), eV: -0.66 / -0.66

Each line ends with the natural charge from an NBO analysis.
Geometry (Å):
B 1.47603 -0.09709 0.02860  0.115
C -1.46317 0.55358 0.00329  -0.933
S -0.21253 -0.69800 0.00385  0.348
H 2.38291 -0.27858 -0.80995  -0.024
H 1.91630 0.40619 0.96575  -0.039
H -1.24061 1.34644 0.71944  0.197
H -2.32634 -0.00919 0.43654  0.181
H -0.53260 -1.22336 -1.34753  0.155

Version ii
Formula: CH5BS
Source: the Open Molecules 2025 dataset
Level of theory: ωB97M-V/def2-TZVPD

M, g mol⁻¹: 59.93
Highest occupied orbital energy, eV: -10.0
Gap between HOMO and LUMO, eV: 10.51
E_LUMO, eV: 0.53

Each line ends with the natural charge from an NBO analysis.
Geometry (Å):
B 0.34022 0.78999 -0.24527  -0.035
C 0.17002 -0.68597 -0.28249  -0.724
S -1.53815 0.01290 -0.07781  0.159
H 0.39141 1.60900 0.57904  -0.015
H 0.49027 1.20964 -1.26585  -0.031
H 0.36111 -1.40129 0.60150  0.240
H 0.19588 -1.22590 -1.30664  0.251
H -1.58762 0.22008 1.31303  0.156

The energy of each structure relative to the most stable one, in kcal/mol, is as follows: version i 68.1; version ii 0.0.

Version i
Formula: C2H8N4O
Source: the Open Molecules 2025 dataset
Level of theory: ωB97M-V/def2-TZVPD

SMILES string: N/C=N\N(N)CO
M, g mol⁻¹: 104.11
Highest occupied orbital energy, eV: -8.4
Gap between HOMO and LUMO, eV: 9.35
E_LUMO, eV: 0.92

Each line ends with the natural charge from an NBO analysis.
Geometry (Å):
C 1.28481 0.18754 0.33751  0.070
N 0.03469 -0.61002 -0.21067  -0.203
N 0.23125 -2.01009 -0.12067  -0.655
N -1.67768 1.44549 -0.56393  -0.836
C -1.63686 0.72561 0.59836  0.262
O 2.37315 -0.15844 -0.44482  -0.718
N -0.85748 -0.25061 0.84534  -0.386
H 2.15100 -0.00985 -1.36894  0.468
H 0.51619 -2.29467 0.83207  0.334
H 0.98914 -2.24472 -0.76947  0.356
H -2.51476 1.96369 -0.79676  0.393
H -1.17995 1.01864 -1.33285  0.404
H 1.01369 1.24315 0.23474  0.155
H 1.58028 -0.03806 1.36945  0.172
H -2.30747 1.03232 1.39063  0.184

Version ii
Formula: C2H8N4O
Source: the Open Molecules 2025 dataset
Level of theory: ωB97M-V/def2-TZVPD

SMILES string: [H]/N=C/C.NNN=O
M, g mol⁻¹: 104.11
Highest occupied orbital energy, eV: -9.4
Gap between HOMO and LUMO, eV: 8.88
E_LUMO, eV: -0.47

Each line ends with the natural charge from an NBO analysis.
Geometry (Å):
C 0.91929 -0.04355 -2.21033  -0.681
C 1.21638 -0.04276 -0.74465  0.121
N 2.28252 -0.54361 -0.25344  -0.633
H 2.27772 -0.46318 0.77327  0.334
H 0.37447 0.45461 -0.08545  0.163
H 0.00797 -0.62506 -2.38178  0.220
H 0.72872 0.98016 -2.54418  0.222
H 1.74615 -0.47924 -2.77760  0.230
N -1.45443 0.22053 0.64387  -0.350
N -1.76223 0.99095 1.79540  -0.656
N -0.83209 -1.11496 0.98105  0.260
O -0.09118 -1.05688 1.93936  -0.308
H -2.30616 -0.01598 0.13254  0.369
H -2.21427 0.41699 2.51486  0.344
H -0.89285 1.32198 2.21707  0.367

The energy of each structure relative to the most stable one, in kcal/mol, is as follows: version i 0.0; version ii 46.5.

Version i
Formula: C19H30N2O3
Source: the Open Molecules 2025 dataset
Level of theory: ωB97M-V/def2-TZVPD

SMILES string: COC(CN(C)[C@@H](C(=O)NC1CCCCC1)c1ccccc1)OC
M, g mol⁻¹: 334.46
Highest occupied orbital energy, eV: -8.2
Gap between HOMO and LUMO, eV: 8.94
E_LUMO, eV: 0.74

Each line ends with the natural charge from an NBO analysis.
Geometry (Å):
C 3.15529 2.93636 0.00655  -0.254
H 4.04879 3.27299 -0.52610  0.185
H 3.43498 2.67143 1.03318  0.167
O 2.55583 1.83731 -0.64525  -0.560
C 3.41691 0.73717 -0.80690  0.374
O 4.48935 1.04245 -1.65929  -0.545
C 4.12619 1.35593 -2.99148  -0.267
H 3.87030 0.45563 -3.55767  0.171
H 4.99992 1.82790 -3.43747  0.193
H 3.28055 2.04826 -3.01396  0.182
C 2.59506 -0.47540 -1.27429  -0.266
N 1.97830 -1.15084 -0.14653  -0.444
C 1.78584 -2.57203 -0.37783  -0.419
H 2.75945 -3.02227 -0.56921  0.195
H 1.37418 -3.01953 0.52512  0.203
H 1.12046 -2.78555 -1.22067  0.199
C 0.79026 -0.45511 0.33834  -0.207
C 0.40698 -0.97627 1.70455  0.067
C -0.59816 -1.92232 1.86856  -0.237
C -0.91806 -2.39655 3.12900  -0.216
C -0.23371 -1.93514 4.24024  -0.203
C 0.77515 -0.99937 4.08502  -0.216
C 1.09184 -0.52353 2.82525  -0.216
H 1.88157 0.20277 2.70172  0.211
H 1.31567 -0.63937 4.94825  0.213
H -0.48355 -2.30583 5.22337  0.212
H -1.70185 -3.13120 3.24255  0.213
H -1.13070 -2.29222 1.00421  0.217
C -0.41137 -0.46596 -0.62177  0.685
O -0.44267 -1.04477 -1.68860  -0.641
N -1.43943 0.28096 -0.16230  -0.618
H -1.35977 0.71996 0.74160  0.395
C -2.70061 0.42576 -0.85846  -0.062
C -2.99152 1.89940 -1.14611  -0.400
C -4.31407 2.04345 -1.89316  -0.397
C -5.45357 1.42849 -1.08634  -0.396
C -5.16508 -0.04079 -0.79414  -0.397
C -3.84301 -0.18929 -0.04701  -0.400
H -3.63219 -1.24417 0.13847  0.213
H -3.90791 0.31624 0.92055  0.191
H -5.11038 -0.59301 -1.73463  0.197
H -5.97457 -0.46946 -0.19991  0.209
H -5.56569 1.97090 -0.14449  0.192
H -6.39098 1.51993 -1.63819  0.208
H -4.23936 1.53783 -2.85809  0.198
H -4.51778 3.09926 -2.08249  0.209
H -2.17583 2.32230 -1.73532  0.216
H -3.04423 2.44499 -0.19984  0.189
H -2.58359 -0.11862 -1.80145  0.230
H 1.08702 0.59623 0.43700  0.251
H 3.29530 -1.17026 -1.74104  0.214
H 1.86229 -0.15064 -2.02428  0.204
H 3.90257 0.49139 0.15236  0.164
H 2.41089 3.73005 0.01869  0.192

Version ii
Formula: C19H30N2O3
Source: the Open Molecules 2025 dataset
Level of theory: ωB97M-V/def2-TZVPD

SMILES string: COC(CN(C)[C@@H](C(=O)NC1CCCCC1)c1ccccc1)OC
M, g mol⁻¹: 334.46
Highest occupied orbital energy, eV: -8.8
Gap between HOMO and LUMO, eV: 9.50
E_LUMO, eV: 0.71

Each line ends with the natural charge from an NBO analysis.
Geometry (Å):
C -0.70980 3.97426 -3.18949  -0.267
H -1.13591 4.62229 -2.41602  0.163
H -1.41790 3.17109 -3.41141  0.182
O 0.54412 3.45116 -2.80018  -0.545
C 0.49113 2.41285 -1.84895  0.358
O -0.27588 1.33621 -2.31361  -0.559
C 0.34365 0.65394 -3.38812  -0.266
H 1.25657 0.16297 -3.03787  0.198
H 0.59237 1.34629 -4.19719  0.183
H -0.37062 -0.08631 -3.74241  0.184
C -0.07235 2.88008 -0.49690  -0.254
N 0.69029 2.38780 0.63574  -0.427
C 0.57642 3.29895 1.76107  -0.412
H 1.17324 2.92668 2.59069  0.216
H 0.96410 4.27250 1.46690  0.204
H -0.46355 3.41918 2.10484  0.162
C 0.31144 1.04024 1.02852  -0.150
C 1.14565 0.53249 2.18051  -0.043
C 2.52813 0.67365 2.13463  -0.142
C 3.31201 0.17164 3.15606  -0.223
C 2.72566 -0.48335 4.22761  -0.214
C 1.35110 -0.63554 4.27202  -0.211
C 0.56356 -0.13144 3.25069  -0.211
H -0.51091 -0.25061 3.29371  0.205
H 0.88872 -1.14778 5.10336  0.212
H 3.33899 -0.87653 5.02510  0.212
H 4.38515 0.28672 3.11607  0.213
H 2.96644 1.17464 1.28668  0.233
C 0.58528 -0.00978 -0.06081  0.720
O 1.63039 -0.08155 -0.67043  -0.649
N -0.40019 -0.92155 -0.16154  -0.629
H -1.24222 -0.80756 0.37711  0.392
C -0.32205 -2.09641 -1.00321  -0.046
C -1.60980 -2.26323 -1.81361  -0.408
C -2.79156 -2.68035 -0.93993  -0.399
C -2.46654 -3.94794 -0.15616  -0.399
C -1.22394 -3.73842 0.70375  -0.401
C -0.03295 -3.35047 -0.16784  -0.406
H 0.19963 -4.17258 -0.84738  0.201
H 0.84515 -3.16571 0.45373  0.220
H -0.99180 -4.65420 1.25097  0.213
H -1.41287 -2.95528 1.44151  0.189
H -3.31544 -4.22474 0.47271  0.207
H -2.28657 -4.76786 -0.85506  0.195
H -3.66601 -2.84787 -1.57237  0.214
H -3.04597 -1.87767 -0.24331  0.182
H -1.44168 -3.02690 -2.57539  0.205
H -1.83630 -1.32207 -2.31725  0.217
H 0.52171 -1.91705 -1.67716  0.234
H -0.76352 1.00619 1.30473  0.167
H -1.13678 2.59357 -0.44104  0.178
H -0.00259 3.96934 -0.48774  0.214
H 1.54119 2.11553 -1.71825  0.196
H -0.52639 4.56047 -4.08806  0.193

The energy of each structure relative to the most stable one, in kcal/mol, is as follows: version i 0.0; version ii 1.2.

Version i
Formula: C5H15N2S
Source: the Open Molecules 2025 dataset
Level of theory: ωB97M-V/def2-TZVPD

SMILES string: C[C@H](N)C[NH2+]CCS
Charge: +1
M, g mol⁻¹: 135.26
Highest occupied orbital energy, eV: -12.8
Gap between HOMO and LUMO, eV: 10.10
E_LUMO, eV: -2.72

Each line ends with the natural charge from an NBO analysis.
Geometry (Å):
C 0.17156 -0.66118 1.15540  -0.253
N 0.77271 0.46308 0.46112  -0.571
C 0.06238 1.80158 0.68009  -0.218
C -0.14327 2.53315 -0.63452  -0.551
S 1.42038 3.03389 -1.41739  -0.048
C -0.63926 -1.51850 0.06076  -0.062
N -0.20629 -1.07468 -1.27032  -0.842
C -0.44852 -2.97198 0.35286  -0.650
H -0.41534 -0.43741 2.03935  0.240
H 0.93528 -1.35533 1.51608  0.228
H 1.76320 0.60443 0.57710  0.437
H 0.76150 2.32896 1.32649  0.231
H -0.90341 1.64104 1.14985  0.227
H -0.75441 3.41373 -0.46059  0.263
H -0.70311 1.85992 -1.28688  0.219
H 1.09688 4.32998 -1.65123  0.170
H -1.67848 -1.20974 0.18674  0.212
H -0.96005 -1.04699 -1.94632  0.413
H 0.56282 0.18058 -0.59317  0.459
H 0.54179 -1.68334 -1.59215  0.392
H 0.57888 -3.31308 0.19865  0.218
H -0.77555 -3.22097 1.36630  0.239
H -1.03968 -3.69715 -0.21822  0.246

Version ii
Formula: C5H15N2S
Source: the Open Molecules 2025 dataset
Level of theory: ωB97M-V/def2-TZVPD

SMILES string: C[C@H](N)[N@H+](C)[C@@H](C)S
Charge: +1
M, g mol⁻¹: 135.26
Highest occupied orbital energy, eV: -13.5
Gap between HOMO and LUMO, eV: 10.63
E_LUMO, eV: -2.84

Each line ends with the natural charge from an NBO analysis.
Geometry (Å):
C -0.05362 -2.25597 -1.05127  -0.671
C 0.26288 1.81840 1.42401  -0.641
C 2.07128 -0.23205 0.26243  -0.430
C -0.40931 -1.18604 0.02112  0.161
C 0.12558 1.35649 -0.04802  -0.204
N -1.66032 -0.75736 0.05141  -0.828
N 0.70162 0.04836 -0.29374  -0.433
S 0.73081 2.36885 -1.41748  0.045
H -0.56790 -2.06181 -2.04726  0.237
H -0.58134 -3.22078 -0.70756  0.265
H 1.00849 -2.40745 -1.30139  0.239
H 1.12110 2.35600 1.70231  0.236
H -0.56038 2.36579 1.80452  0.250
H 0.17961 0.91007 2.15309  0.215
H 2.00270 -0.45177 1.22179  0.214
H 2.74028 -0.96111 -0.21722  0.252
H 2.71593 0.65997 0.26756  0.228
H -0.12835 -1.46548 1.10760  0.223
H -0.93348 1.17189 -0.10280  0.248
H -2.25652 -0.39986 0.77494  0.422
H -2.23789 -0.57042 -0.77028  0.400
H 0.88563 0.02075 -1.28835  0.438
H 2.02820 2.20470 -0.77346  0.133

The energy of each structure relative to the most stable one, in kcal/mol, is as follows: version i 0.0; version ii 37.3.

Version i
Formula: C2H2OS
Source: the Open Molecules 2025 dataset
Level of theory: ωB97M-V/def2-TZVPD

SMILES string: C#C.O=S
M, g mol⁻¹: 74.10
Highest occupied orbital energy (spin up / spin down), eV: -9.2 / -9.2
Gap between HOMO and LUMO (spin up / spin down), eV: 7.78 / 7.77
E_LUMO (spin up / spin down), eV: -1.42 / -1.42

Each line ends with the natural charge from an NBO analysis.
Geometry (Å):
C -0.99745 -0.82189 0.36024  -0.208
C -0.79174 -1.01001 -0.80981  -0.227
O 1.14956 1.67190 0.83089  -0.696
S 2.40885 1.59452 0.12641  0.697
H -1.20026 -0.44812 1.28263  0.221
H -0.56896 -0.98641 -1.79037  0.213

Version ii
Formula: C2H2OS
Source: the Open Molecules 2025 dataset
Level of theory: ωB97M-V/def2-TZVPD

SMILES string: O=C1CS1
M, g mol⁻¹: 74.10
Highest occupied orbital energy, eV: -9.9
Gap between HOMO and LUMO, eV: 10.35
E_LUMO, eV: 0.43

Each line ends with the natural charge from an NBO analysis.
Geometry (Å):
C -1.16778 -1.55961 -0.13475  0.439
C -0.37457 -0.41022 0.20136  -0.584
O -1.53158 -2.36006 -0.92149  -0.476
S -1.34083 -1.15124 1.54992  0.145
H 0.70094 -0.52083 0.26544  0.238
H -0.54467 0.77704 -0.29807  0.240

Version iii
Formula: C2H2OS
Source: the Open Molecules 2025 dataset
Level of theory: ωB97M-V/def2-TZVPD

SMILES string: O=C1CS1
M, g mol⁻¹: 74.10
Highest occupied orbital energy, eV: -9.9
Gap between HOMO and LUMO, eV: 10.56
E_LUMO, eV: 0.61

Each line ends with the natural charge from an NBO analysis.
Geometry (Å):
C 1.74182 -0.55305 0.01873  0.433
C 0.39201 0.04908 0.00085  -0.579
O 2.36104 -1.51516 -0.00822  -0.469
S 1.86078 1.13662 -0.00304  0.155
H -0.25280 0.21684 -0.80239  0.230
H -0.30411 0.19610 0.74833  0.230

The energy of each structure relative to the most stable one, in kcal/mol, is as follows: version i 62.9; version ii 1.6; version iii 0.0.

Version i
Formula: C5H5O2S
Source: the Open Molecules 2025 dataset
Level of theory: ωB97M-V/def2-TZVPD

SMILES string: OCc1occc1[S-]
Charge: -1
M, g mol⁻¹: 129.16
Highest occupied orbital energy, eV: -2.6
Gap between HOMO and LUMO, eV: 6.42
E_LUMO, eV: 3.86

Each line ends with the natural charge from an NBO analysis.
Geometry (Å):
C -0.50338 -0.59682 1.97128  -0.354
C -1.44367 -0.91590 1.06694  0.095
C 0.48834 0.10467 1.19127  -0.214
C 0.03755 0.10868 -0.10671  0.130
C 0.63604 0.51153 -1.53283  -0.068
O -1.15980 -0.58868 -0.16683  -0.443
O 1.17310 1.85767 -1.43138  -0.749
S 1.96008 0.82697 1.77568  -0.601
H -0.36756 -0.90527 2.97595  0.219
H -2.47542 -1.37533 1.32626  0.163
H 1.33213 -0.19095 -1.74280  0.160
H -0.15177 0.46798 -2.18059  0.167
H 1.42649 2.03211 -0.56524  0.495

Version ii
Formula: C5H5O2S
Source: the Open Molecules 2025 dataset
Level of theory: ωB97M-V/def2-TZVPD

Charge: -1
M, g mol⁻¹: 129.16
Highest occupied orbital energy, eV: -3.7
Gap between HOMO and LUMO, eV: 7.18
E_LUMO, eV: 3.51

Each line ends with the natural charge from an NBO analysis.
Geometry (Å):
C -0.97617 0.68452 0.01296  -0.666
C -0.69166 1.92349 -0.15471  0.692
C 0.04151 -0.30607 0.18955  0.491
C 2.41833 -0.60814 -0.22215  -0.370
C 1.45307 0.14408 0.30033  -0.286
O -0.74378 3.08606 -0.37631  -0.535
O -0.12550 -1.55362 0.04130  -0.614
S -3.59860 -0.85200 0.14370  -0.758
H -2.09529 0.09372 0.04612  0.289
H 3.41194 -0.20605 -0.37666  0.187
H 2.02423 -1.59620 -0.79687  0.232
H 1.71510 1.19911 0.66292  0.197
H -2.83319 -2.00892 0.52980  0.140

The energy of each structure relative to the most stable one, in kcal/mol, is as follows: version i 0.0; version ii 22.9.